<A>
# C2H5Br2OP

A cluster of 2 separate species, C2H5Br2OP in total (the ωB97M-V functional and the def2-TZVPD basis, the OMol25 dataset).

```
! RIJCOSX wB97M-V def2-TZVPD def2/J DEFGRID3
* xyz 0 1
C 0.396 -0.440 0.929
C -0.357 -0.010 -1.252
O -0.078 -0.902 -0.323
P 1.888 0.143 -2.898
Br 2.947 -1.325 -1.627
Br 2.630 2.041 -2.018
H -0.404 0.079 1.463
H 1.248 0.232 0.817
H 0.699 -1.328 1.480
H -0.967 -0.390 -2.056
H -0.374 1.048 -1.022
*
```

Here are the Löwdin charges for atoms 1 to 5, given in e: -0.0846, -0.1493, -0.2243, -0.0502, 0.0821

=====

<B>
# C2H5Br2OP

A cluster of 2 separate species, C2H5Br2OP in total (the ωB97M-V functional and the def2-TZVPD basis, the OMol25 dataset).

```
! RIJCOSX wB97M-V def2-TZVPD def2/J DEFGRID3
* xyz 0 1
C -2.103 1.234 0.069
C 1.703 -0.010 -0.122
O 0.447 -1.793 1.519
P 0.237 -0.980 0.352
Br 3.196 -0.996 -0.902
Br -0.342 -2.249 -1.344
H -2.280 0.516 -0.847
H -2.502 0.908 1.069
H -1.688 2.276 -0.062
H 1.923 0.289 0.945
H 1.410 0.805 -0.677
*
```

Here are the Löwdin charges for atoms 1 to 5, given in e: 0.0128, -0.8013, -0.4220, 0.2653, 0.5901

=====

Most stable structure - <A>; separation to the second - 0.955 eV.

=====

<A>
# C4H10NO2

A cluster of 2 separate species, C4H10NO2 in total (the ωB97M-V functional and the def2-TZVPD basis, the OMol25 dataset).

```
! RIJCOSX wB97M-V def2-TZVPD def2/J DEFGRID3
* xyz -1 1
C 0.129 0.134 -1.900
C 0.773 -1.222 -1.589
C 0.431 -1.682 -0.164
H -0.957 0.032 -1.881
H 0.423 0.489 -2.891
H 0.371 0.828 -1.088
H 1.865 -1.156 -1.624
H 0.425 -1.968 -2.313
H 0.885 -2.656 0.042
H 0.813 -0.944 0.541
H -0.645 -1.713 -0.003
N -0.911 2.074 2.767
C -0.699 1.477 1.501
O -1.699 0.948 0.958
O 0.472 1.541 1.045
H -1.628 1.623 3.317
H -0.050 2.196 3.282
*
```

Here are the Löwdin charges for atoms 1 to 5, given in e: -0.1310, -0.3277, -0.1353, 0.0664, 0.0515

=====

<B>
# C4H10NO2

A cluster of 2 separate species, C4H10NO2 in total (the ωB97M-V functional and the def2-TZVPD basis, the OMol25 dataset).

```
! RIJCOSX wB97M-V def2-TZVPD def2/J DEFGRID3
* xyz -1 1
C -0.573 0.204 0.463
O 0.579 0.426 -0.243
C -0.392 -0.822 1.593
C -0.229 -2.250 1.085
H -1.380 -0.166 -0.205
H -0.975 1.134 0.924
H -1.254 -0.821 2.270
H 0.491 -0.517 2.163
H -0.220 -2.961 1.917
H 0.689 -2.398 0.516
H -1.054 -2.525 0.423
C 0.277 1.973 -1.369
N 1.394 1.719 -2.243
O -0.866 2.022 -1.820
H 0.600 2.578 -0.513
H 1.894 0.949 -1.813
H 1.019 1.455 -3.147
*
```

Here are the Löwdin charges for atoms 1 to 5, given in e: -0.4313, -0.2740, -0.2714, -0.1449, 0.1001

=====

Most stable structure - <A>; separation to the second - 1.968 eV.

=====

<A>
# C4H10NO2

A structure of composition C4H10NO2 (the ωB97M-V functional and the def2-TZVPD basis, the OMol25 dataset).

```
! RIJCOSX wB97M-V def2-TZVPD def2/J DEFGRID3
* xyz -1 1
C -1.158 -0.686 1.272
O 2.287 -0.184 -1.734
C -1.597 -0.235 -0.061
C -0.182 0.231 -0.120
C 0.880 1.082 0.798
O 1.882 1.617 -0.041
N -1.946 -1.042 -1.184
H -0.573 -1.623 1.344
H -1.743 -0.454 2.195
H -2.268 0.539 -0.143
H -0.102 0.746 -1.073
H 0.521 -0.547 -0.170
H 1.424 0.442 1.538
H 0.203 1.943 1.319
H 1.505 -0.753 -1.492
H -1.215 -1.706 -1.373
H 2.083 0.631 -1.075
*
```

Here are the Löwdin charges for atoms 1 to 5, given in e: 0.1183, -0.2145, -0.5512, -0.2233, -0.3775

=====

<B>
# C4H10NO2

The ion C4H10NO2 with charge -1 (the ωB97M-V functional and the def2-TZVPD basis, the OMol25 dataset).

```
! RIJCOSX wB97M-V def2-TZVPD def2/J DEFGRID3
* xyz -1 1
C -0.354 -0.406 1.995
C -1.036 0.185 0.717
O -1.063 1.637 0.868
C -0.308 -0.146 -0.564
N -0.237 -1.642 -0.737
C 1.169 0.375 -0.685
O 1.675 0.151 -1.895
H -0.966 -1.225 2.368
H 0.613 -0.837 1.756
H -0.343 0.394 2.722
H -2.095 -0.039 0.805
H -0.136 1.906 0.962
H -0.836 0.150 -1.455
H 0.726 -1.935 -0.616
H -0.403 -1.800 -1.721
H 1.102 1.477 -0.525
H 1.721 -0.020 0.199
*
```

The SMILES is C[C@@H](O)[C@H](N)C[O-].

Here are the Löwdin charges for atoms 1 to 5, given in e: -0.0518, -0.3737, -0.1069, -0.3458, 0.0187

=====

Most stable structure - <B>; separation to the second - 5.787 eV.

=====

<A>
# C6H7N3

A structure of composition C6H7N3 (the ωB97M-V functional and the def2-TZVPD basis, the OMol25 dataset).

```
! RIJCOSX wB97M-V def2-TZVPD def2/J DEFGRID3
* xyz 0 1
C -2.836 -0.222 -0.034
C -1.365 0.131 -0.023
C -0.415 -0.892 -0.032
C 0.894 -0.505 -0.033
C 2.624 0.590 -0.015
C 1.122 0.921 -0.081
H -3.182 -0.744 0.847
H -3.362 0.743 -0.083
H -3.091 -0.844 -0.909
H -0.833 -1.889 -0.023
H 2.666 -1.510 0.535
H 3.194 0.953 -0.882
H 3.203 0.873 0.888
N 2.252 -0.878 -0.131
N 0.220 1.871 -0.017
N -1.091 1.402 -0.009
*
```

Here are the Löwdin charges for atoms 1 to 5, given in e: -0.0438, -0.3714, 0.0281, -0.2090, -0.0798

=====

<B>
# C6H7N3

The molecule C6H7N3 (the ωB97M-V functional and the def2-TZVPD basis, the OMol25 dataset).

```
! RIJCOSX wB97M-V def2-TZVPD def2/J DEFGRID3
* xyz 0 1
N 3.359 -0.617 0.430
C 2.245 -0.808 0.007
C 0.851 -0.521 -0.256
C 0.361 0.747 -0.288
N 0.896 2.028 -0.218
C -1.050 0.607 -0.302
N -1.548 0.093 1.073
C -1.584 -0.833 -0.126
C -0.310 -1.557 -0.389
H 1.745 2.055 0.175
H 0.527 2.969 -0.070
H -1.581 1.636 -0.279
H -0.675 -0.284 1.610
H -2.581 -1.037 -0.509
H -0.360 -2.312 0.358
H -0.296 -2.166 -1.216
*
```

The SMILES is N#CC1=C(N)[C@@H]2N[C@@H]2C1.

Here are the Löwdin charges for atoms 1 to 5, given in e: 0.1117, -0.1559, -0.1768, -0.2783, 0.1750

=====

Most stable structure - <A>; separation to the second - 1.174 eV.

=====

<A>
# HN3O3

The molecule HN3O3 (the ωB97M-V functional and the def2-TZVPD basis, the OMol25 dataset).

```
! RIJCOSX wB97M-V def2-TZVPD def2/J DEFGRID3
* xyz 0 1
H -2.115 -0.066 0.522
N -1.888 0.796 0.010
N -0.839 1.075 -0.350
O -0.067 -0.352 -0.075
N 1.249 -0.465 -0.117
O 1.832 -1.541 -0.123
O 1.827 0.553 0.133
*
```

The SMILES is [H]/N=N\O[N+](=O)[O-].

Here are the Löwdin charges for atoms 1 to 5, given in e: 0.1297, 0.1285, 0.1480, -0.0696, -0.4911

=====

<B>
# HN3O3

A cluster of 2 separate species, HN3O3 in total (the ωB97M-V functional and the def2-TZVPD basis, the OMol25 dataset).

```
! RIJCOSX wB97M-V def2-TZVPD def2/J DEFGRID3
* xyz 0 1
O 0.380 1.692 0.200
N 0.663 0.619 -0.179
O 0.122 -0.086 -0.968
O 1.820 0.096 0.388
H 1.996 -0.802 0.061
N -2.796 -1.147 0.008
N -2.184 -0.373 0.490
*
```

The SMILES is O=[N+]([O-])O.N#N.

Here are the Löwdin charges for atoms 1 to 5, given in e: 0.1396, -0.4967, 0.0602, 0.0974, 0.1319

=====

Most stable structure - <B>; separation to the second - 3.959 eV.

=====

<A>
# C4H9O2P

The molecule C4H9O2P (the ωB97M-V functional and the def2-TZVPD basis, the OMol25 dataset).

```
! RIJCOSX wB97M-V def2-TZVPD def2/J DEFGRID3
* xyz 0 1
C 1.684 0.467 0.541
C -1.607 -0.607 -0.598
C 2.612 -0.119 -0.429
C -2.485 0.252 0.245
O 0.789 -0.212 1.095
O 0.563 -2.332 -0.288
P -0.352 -1.362 0.289
H 1.632 1.528 0.599
H -1.303 -0.494 -1.689
H 3.095 0.659 -1.175
H 2.016 -0.724 -0.983
H 3.440 -0.886 -0.022
H -2.500 1.240 -0.003
H -2.292 0.357 1.348
H -3.635 0.064 0.140
H -0.965 -1.752 1.457
*
```

Here are the Löwdin charges for atoms 1 to 5, given in e: -0.1680, -0.3422, -0.0371, -0.2577, -0.1017

=====

<B>
# C4H9O2P

The molecule C4H9O2P (the ωB97M-V functional and the def2-TZVPD basis, the OMol25 dataset).

```
! RIJCOSX wB97M-V def2-TZVPD def2/J DEFGRID3
* xyz 0 1
C -0.611 -1.200 1.337
C 0.803 -0.557 1.487
C 0.186 0.500 -0.416
C -0.566 1.681 -0.937
O -1.014 -0.978 0.059
O 0.673 0.662 0.807
P 0.834 -0.796 -1.552
H -0.537 -2.272 1.548
H -1.296 -0.727 2.061
H 1.089 -0.345 2.516
H 1.541 -1.204 0.997
H -0.463 1.769 -2.016
H -0.191 2.578 -0.447
H -1.621 1.573 -0.693
H 1.485 0.105 -2.424
H -0.313 -0.788 -2.326
*
```

Here are the Löwdin charges for atoms 1 to 5, given in e: -0.3073, -0.1759, -0.5753, -0.0382, -0.2623

=====

<C>
# C4H9O2P

The molecule C4H9O2P (the ωB97M-V functional and the def2-TZVPD basis, the OMol25 dataset).

```
! RIJCOSX wB97M-V def2-TZVPD def2/J DEFGRID3
* xyz 0 1
C 1.918 -1.218 0.833
P 0.737 -0.159 0.276
C 1.420 1.228 -0.713
O -0.261 -0.971 -0.710
C -1.605 -0.526 -0.743
C -1.930 0.029 0.660
O -0.875 0.722 1.132
H 1.619 -1.795 1.732
H 2.870 -0.704 0.769
H 0.887 2.166 -0.272
H 2.398 1.399 -0.467
H 1.478 0.909 -1.717
H -2.141 -1.302 -1.107
H -1.536 0.116 -1.613
H -2.890 0.770 0.475
H -2.090 -0.665 1.463
*
```

The SMILES is C=P1(C)OCCO1.

Here are the Löwdin charges for atoms 1 to 5, given in e: -0.2053, 0.8325, -0.1562, -0.2737, -0.1992

=====

Most stable structure - <B>; separation to the second - 0.209 eV.